The following is a DFT calculation (ωB97M-V with the def2-TZVPD basis set) of 4 unconnected molecules or ions with the total composition C32H64Br2N5O11S at a distorted geometry.

Calculated values
Total charge: +1
Frontier orbital gap in eV: 4.032

Each line ends with the Löwdin charge.
CARTESIAN COORDINATES (ANGSTROEM)
Br 4.914 1.056 -7.232  0.74
Br 11.165 -1.418 -0.399  0.73
S 4.802 0.687 -2.846  0.80
O 4.530 1.520 -4.059  -0.34
O -9.319 4.377 -1.853  -0.18
O -3.531 -1.949 5.631  -0.18
O 7.605 0.488 -6.753  -0.02
O -7.239 -4.499 5.901  -0.19
O -6.091 1.476 -0.633  -0.21
O -2.477 -1.313 1.706  -0.21
O 8.267 2.516 2.150  -0.06
O 8.714 1.343 4.070  0.07
O 1.281 0.041 -0.379  -0.21
O 4.018 -0.605 -2.795  -0.32
N 6.550 0.388 -2.667  -0.16
N -6.507 -1.935 4.485  -0.05
N -9.015 1.242 -1.352  -0.05
N -1.676 0.260 -0.950  -0.05
N 7.046 0.874 -1.545  0.10
C -6.663 -3.257 3.876  -0.20
C -4.122 -3.012 6.361  -0.10
C -7.709 -4.097 4.619  -0.21
C 9.262 -0.103 -2.330  -0.03
C 1.424 -1.094 -1.231  -0.11
C -2.956 0.169 -0.242  -0.18
C -0.796 1.329 -0.479  -0.20
C -6.690 0.390 -1.334  -0.21
C -8.016 4.303 -1.300  -0.10
C 13.263 0.617 -2.168  -0.11
C -10.053 2.003 -2.052  -0.19
C -7.849 -3.799 6.981  -0.11
C -2.930 -0.030 1.282  -0.20
C 8.642 -0.662 -3.643  0.00
C 11.691 1.023 -2.086  -0.24
C -5.313 -1.204 4.055  -0.19
C -7.876 0.856 -2.186  -0.20
C 10.822 -0.355 -2.066  -0.62
C -6.374 1.482 0.763  -0.10
C 0.634 1.148 -1.000  -0.22
C 4.190 1.683 -1.373  -0.10
C -1.069 -1.479 1.689  -0.09
C 7.822 2.126 0.825  -0.20
C 8.067 1.393 3.013  -0.25
C 6.340 -0.801 -5.080  -0.09
C 9.016 1.333 0.051  -0.07
C 7.108 -0.322 -3.761  -0.02
C 6.473 0.213 -6.308  -0.68
C -9.651 3.317 -2.743  -0.22
C -3.939 -1.861 4.268  -0.21
C 9.444 -1.483 -4.748  -0.03
C 8.415 0.690 -1.305  -0.07
H -3.493 -0.679 -0.680  0.12
H -3.460 -3.269 7.192  0.09
H 0.669 1.095 -2.092  0.13
H -5.684 2.179 1.241  0.09
H -7.703 5.311 -1.020  0.09
H -3.543 1.064 -0.472  0.11
H -7.386 1.829 0.957  0.07
H -8.679 -3.596 4.666  0.12
H -7.527 1.698 -2.789  0.10
H 6.878 -1.768 -5.410  0.14
H 11.278 -0.991 -2.912  0.08
H -3.967 0.034 1.626  0.09
H -8.178 0.049 -2.858  0.12
H 10.507 -1.088 -4.857  0.10
H -5.425 -0.956 2.994  0.09
H 7.602 3.057 0.187  0.14
H -5.921 0.011 -2.019  0.12
H 3.239 2.227 -1.702  0.09
H -2.392 0.765 1.810  0.12
H -6.960 -0.437 -0.672  0.12
H 1.806 -0.808 -2.214  0.06
H 7.315 0.555 2.806  0.17
H 1.206 2.038 -0.706  0.11
H -4.268 -3.907 5.751  0.09
H -7.284 3.902 -2.008  0.09
H -5.724 -3.815 3.904  0.10
H -6.967 -3.141 2.832  0.12
H 11.355 1.607 -3.013  0.13
H -0.741 1.341 0.612  0.10
H 3.880 0.919 -0.566  0.10
H 6.877 1.501 0.937  0.11
H -0.537 -0.565 1.966  0.09
H -8.034 3.708 -0.385  0.07
H -5.067 -2.682 6.797  0.07
H 9.508 0.559 0.722  0.09
H -8.936 -3.754 6.863  0.09
H -0.749 -1.830 0.706  0.07
H -5.318 -0.256 4.602  0.12
H 9.740 2.165 -0.286  0.13
H 2.137 -1.776 -0.765  0.09
H 4.979 2.412 -0.993  0.07
H -10.532 3.668 -3.289  0.12
H -1.185 2.293 -0.817  0.13
H -7.856 -5.022 4.046  0.12
H 13.828 1.044 -1.278  0.09
H 8.937 -1.506 -5.767  0.08
H -0.806 -2.259 2.407  0.10
H -7.445 -2.794 7.076  0.07
H 5.254 -1.094 -4.913  0.11
H 9.550 -2.584 -4.414  0.12
H -3.845 -2.832 3.771  0.11
H 13.331 -0.531 -2.153  0.06
H -3.202 -1.213 3.791  0.10
H -1.203 -0.631 -0.871  0.06
H -6.230 0.490 1.203  0.07
H 0.480 -1.623 -1.341  0.07
H 13.687 1.035 -3.152  0.09
H -10.819 2.238 -1.308  0.12
H -8.868 3.184 -3.497  0.11
H -7.621 -4.340 7.901  0.09
H -6.481 -2.024 5.492  0.06
H -10.523 1.345 -2.791  0.12
H -8.691 1.792 -0.566  0.06
H 11.563 1.595 -1.112  0.09

---

The following is a DFT calculation (ωB97M-V with the def2-TZVPD basis set) of a molecular structure, C32H64InN6O3Si at a distorted geometry.

Calculated values
Total charge: -1
Energy relative to the best compared isomer or geometry (same formula, charge and spin) in eV: 2.8336
Frontier orbital gap in eV: 5.919

Each line ends with the Löwdin charge.
CARTESIAN COORDINATES (ANGSTROEM)
In -0.548 -1.278 0.180  0.95
Si -1.351 2.054 0.432  0.90
O -0.461 -3.413 0.569  -0.14
O -4.560 -2.772 1.532  -0.01
O -0.640 -4.777 2.318  0.03
N 2.295 -0.398 1.020  0.02
N 1.575 -2.719 2.835  -0.05
N 0.775 -1.961 -2.047  0.01
N 0.300 -0.616 4.546  0.01
N -3.086 -0.846 -1.085  -0.03
N -2.432 -1.933 1.281  -0.08
C 0.230 4.399 1.165  -0.09
C 4.581 -0.361 -2.890  -0.05
C -1.845 2.958 -1.225  -0.61
C 4.390 -1.276 -1.851  -0.28
C -0.978 -3.773 1.710  -0.66
C -1.952 -2.809 2.324  -0.16
C 1.982 -1.371 -2.358  -0.32
C -2.530 4.306 -0.947  -0.09
C -0.972 -0.918 -3.543  -0.06
C 0.427 -2.841 -4.334  -0.05
C 1.680 -2.709 4.287  -0.22
C -2.881 3.447 2.424  -0.10
C -3.691 -2.162 0.900  -0.57
C 1.457 2.468 0.184  -0.12
C 3.504 0.052 -3.655  -0.29
C 3.259 -1.168 1.818  -0.24
C -2.796 2.125 -2.092  -0.11
C 3.115 -1.748 -1.592  -0.04
C -2.540 0.996 2.785  -0.10
C -2.782 2.082 1.721  -0.62
C -4.150 1.780 1.090  -0.09
C 5.569 -1.757 -1.045  -0.07
C 2.230 -0.448 -3.395  -0.02
C -1.227 -3.188 -2.545  -0.07
C 0.270 2.863 1.093  -0.61
C -4.107 -1.651 -0.452  -0.19
C 0.579 2.332 2.497  -0.11
C -0.221 -2.185 -3.107  -0.65
C 2.828 -2.601 2.111  -0.21
C 1.527 -1.324 4.906  -0.28
C 3.695 1.042 -4.776  -0.06
C -0.611 3.199 -2.106  -0.10
H 1.186 4.758 1.564  0.09
H -3.056 2.701 -2.988  0.09
H -2.005 3.660 3.033  0.06
H -1.381 -0.439 -2.667  0.01
H -4.915 1.851 1.871  0.09
H 1.117 -3.568 2.543  0.07
H 4.754 1.198 -4.987  0.07
H -3.381 -0.567 -2.012  0.08
H 2.461 0.586 1.150  0.03
H -2.533 0.001 2.339  0.04
H -4.425 2.478 0.301  0.06
H 6.434 -1.934 -1.687  0.07
H -0.559 4.770 1.819  0.06
H 1.542 2.740 2.828  0.09
H -1.374 -2.258 3.076  0.10
H -0.046 2.281 -2.281  0.08
H 0.231 -0.626 3.529  0.02
H -1.864 -3.585 -3.342  0.08
H 2.954 -2.502 -0.833  0.10
H -3.474 4.189 -0.418  0.06
H -2.943 0.005 -0.551  -0.02
H 0.886 -3.356 4.671  0.12
H -0.942 3.577 -3.080  0.09
H 3.259 2.011 -4.522  0.07
H -1.796 -1.173 -4.222  0.09
H 0.065 3.939 -1.685  0.05
H 3.211 0.697 -5.692  0.07
H 1.417 -0.098 -4.010  0.08
H -4.208 0.768 0.691  0.06
H -0.508 -1.140 4.873  0.06
H 4.227 -1.215 1.312  0.09
H -5.069 -1.141 -0.343  0.11
H -1.879 -2.735 -1.799  0.03
H -0.165 2.628 3.235  0.06
H 3.645 -3.094 2.661  0.11
H -3.357 1.026 3.517  0.09
H -0.339 -3.038 -5.091  0.08
H 1.571 -1.412 5.994  0.10
H 1.585 3.153 -0.650  0.06
H 0.099 4.858 0.187  0.05
H 1.201 -2.219 -4.784  0.06
H -3.017 4.277 1.729  0.06
H 0.651 1.247 2.525  0.04
H 2.702 -3.118 1.159  0.11
H 2.366 -0.695 4.600  0.09
H 5.867 -1.016 -0.298  0.07
H 0.881 -3.791 -4.045  0.09
H -4.288 -2.538 -1.064  0.13
H 3.411 -0.649 2.766  0.10
H 5.337 -2.685 -0.521  0.07
H -3.748 3.433 3.094  0.08
H -0.334 -0.201 -4.053  0.06
H -0.699 -4.007 -2.058  0.08
H -1.909 4.986 -0.365  0.06
H 2.385 2.500 0.766  0.08
H -3.725 1.861 -1.590  0.06
H -2.745 -3.358 2.829  0.12
H -2.751 4.795 -1.904  0.08
H -2.308 1.215 -2.421  0.04
H 2.428 -0.599 0.032  0.02
H 1.345 1.469 -0.236  0.04
H -1.605 1.127 3.326  0.05
H 5.579 0.006 -3.113  0.10
H 2.643 -3.134 4.614  0.11

---

| no. | highest occupied orbital energy (Eh) |
| --- | --- |
| 1 | -0.3494 |
| 2 | -0.1483 |